The following is a DFT calculation (ωB97M-V/def2-TZVPD) of a molecular structure, C45H52BBrIN6PRb.

Summary:
ΔE to the lowest compared entry with this formula, charge and spin (kcal/mol): 0.0
HOMO energy (eV): -2.8
Net charge: -1
E (eV): -145218.4752
HOMO-LUMO gap (eV): 4.87
Multiplicity: 1
LUMO (eV): 2.0

Cartesian coordinates (Å):
1 Rb -0.263 0.065 0.146
2 C 0.909 0.571 3.460
3 C -0.083 1.431 4.223
4 C 0.650 2.574 4.928
5 C -1.191 1.978 3.370
6 C -2.254 2.789 3.796
7 C -2.959 3.048 2.646
8 N -2.356 2.427 1.620
9 N -1.262 1.762 2.063
10 B -2.860 2.516 0.151
11 N -3.599 1.241 -0.320
12 C -4.931 1.098 -0.211
13 C -5.293 -0.101 -0.773
14 C -4.081 -0.646 -1.225
15 N -3.066 0.163 -0.938
16 C -3.875 -1.934 -1.973
17 C -2.403 -2.263 -2.149
18 C -4.597 -3.090 -1.285
19 N -1.779 3.023 -0.839
20 C -1.689 4.311 -1.211
21 C -0.654 4.446 -2.104
22 C -0.146 3.143 -2.233
23 N -0.819 2.300 -1.461
24 C 0.953 2.668 -3.148
25 C 0.641 3.073 -4.590
26 C 1.189 1.165 -3.065
27 H 1.634 0.142 4.153
28 H 0.460 -0.284 2.955
29 H 1.432 1.157 2.705
30 H -0.548 0.803 4.997
31 H 1.108 3.235 4.190
32 H -0.022 3.174 5.542
33 H 1.441 2.181 5.569
34 H -2.466 3.136 4.792
35 H -3.844 3.634 2.473
36 H -3.699 3.383 0.192
37 H -5.518 1.870 0.250
38 H -6.281 -0.515 -0.854
39 H -4.324 -1.806 -2.970
40 H -1.958 -2.477 -1.175
41 H -2.278 -3.150 -2.773
42 H -1.852 -1.435 -2.596
43 H -4.172 -3.273 -0.297
44 H -5.660 -2.885 -1.161
45 H -4.496 -4.007 -1.867
46 H -2.381 5.031 -0.815
47 H -0.325 5.343 -2.597
48 H 1.882 3.173 -2.851
49 H -0.272 2.583 -4.930
50 H 0.494 4.148 -4.682
51 H 1.454 2.782 -5.258
52 H 0.282 0.612 -3.315
53 H 1.973 0.874 -3.767
54 H 1.515 0.846 -2.072
55 C -2.705 -1.470 2.558
56 C -2.994 -2.911 2.256
57 C -4.248 -3.427 2.560
58 C -4.593 -4.733 2.245
59 C -3.673 -5.548 1.614
60 C -2.407 -5.057 1.325
61 C -2.043 -3.751 1.646
62 P -0.411 -3.041 1.209
63 C 0.391 -4.389 0.228
64 C 0.515 -4.144 -1.137
65 C 1.139 -5.034 -1.994
66 C 1.671 -6.204 -1.478
67 C 1.568 -6.459 -0.120
68 C 0.937 -5.574 0.750
69 C 0.897 -5.926 2.211
70 C 0.520 -2.946 2.740
71 C -0.026 -3.244 3.982
72 C 0.679 -3.099 5.161
73 C 2.008 -2.646 5.066
74 C 2.577 -2.339 3.866
75 C 1.873 -2.446 2.614
76 C 2.478 -2.078 1.433
77 H -3.525 -1.022 3.118
78 H -2.604 -0.899 1.632
79 H -1.788 -1.344 3.136
80 H -4.974 -2.779 3.035
81 H -5.583 -5.103 2.479
82 H -3.929 -6.566 1.348
83 H -1.689 -5.696 0.832
84 H 0.120 -3.216 -1.539
85 H 1.215 -4.809 -3.050
86 H 2.171 -6.913 -2.125
87 H 1.989 -7.371 0.287
88 H 1.088 -6.992 2.339
89 H -0.057 -5.685 2.672
90 H 1.653 -5.364 2.760
91 H -1.046 -3.615 4.021
92 H 0.230 -3.336 6.115
93 H 2.603 -2.535 5.968
94 H 3.604 -1.992 3.833
95 H 2.070 -2.315 0.461
96 H 3.497 -1.714 1.452
97 Br 5.026 5.264 -0.079
98 C 5.204 3.834 1.148
99 C 6.395 3.745 1.856
100 C 6.583 2.718 2.762
101 C 5.580 1.775 2.960
102 C 4.392 1.867 2.257
103 C 4.189 2.904 1.346
104 I 2.379 2.963 0.327
105 H 7.167 4.483 1.689
106 H 7.514 2.653 3.306
107 H 5.719 0.960 3.656
108 H 3.623 1.123 2.401

The following is a DFT calculation (ωB97M-V/def2-TZVPD) of a molecular structure, C45H52IrN11Si2.

Summary:
HOMO energy (alpha / beta) (eV): -9.1 / -9.3
Net charge: +1
E (eV): -82492.4167
HOMO-LUMO gap (alpha / beta) (eV): 6.55 / 5.68
Multiplicity: 2
LUMO (alpha / beta) (eV): -2.5 / -3.6

Cartesian coordinates (Å):
1 Ir -0.582 -0.863 0.264
2 C 2.421 -3.171 -5.567
3 C 2.102 -2.521 -4.249
4 C 2.520 -1.221 -3.959
5 C 2.219 -0.632 -2.755
6 C 1.507 -1.296 -1.739
7 N 1.232 -0.629 -0.540
8 C 2.184 0.278 -0.070
9 C 3.553 0.011 -0.223
10 C 4.532 0.824 0.302
11 C 4.200 1.952 1.050
12 C 5.247 2.834 1.671
13 C 2.857 2.219 1.229
14 C 1.858 1.430 0.658
15 N 0.514 1.894 0.843
16 C 0.145 3.150 1.183
17 C -1.224 3.188 1.277
18 C -1.639 1.898 0.954
19 N -0.586 1.130 0.695
20 C 1.059 -2.587 -2.052
21 C 1.351 -3.167 -3.289
22 N 0.256 -3.370 -1.165
23 C 0.104 -4.708 -1.175
24 C -0.897 -5.035 -0.289
25 C -1.307 -3.817 0.250
26 N -0.607 -2.824 -0.287
27 H 3.442 -2.945 -5.875
28 H 1.756 -2.812 -6.355
29 H 2.315 -4.254 -5.511
30 H 3.069 -0.655 -4.703
31 H 2.518 0.391 -2.574
32 H 3.838 -0.894 -0.742
33 H 5.573 0.563 0.155
34 H 6.216 2.683 1.197
35 H 5.362 2.615 2.734
36 H 4.978 3.887 1.576
37 H 2.584 3.069 1.838
38 H 0.869 3.932 1.318
39 H -1.837 4.036 1.523
40 H -2.631 1.488 0.883
41 H 0.961 -4.151 -3.514
42 H 0.721 -5.334 -1.793
43 H -1.273 -6.017 -0.065
44 H -2.045 -3.604 1.004
45 C -4.787 0.364 -0.862
46 Si -3.759 -1.195 -0.768
47 C -4.790 -2.743 -0.570
48 C -2.845 -1.332 -2.383
49 N -2.608 -1.046 0.582
50 C -2.977 -0.988 1.866
51 C -4.317 -0.977 2.346
52 C -4.573 -0.860 3.678
53 C -3.502 -0.738 4.595
54 C -2.206 -0.771 4.171
55 C -1.884 -0.945 2.794
56 N -0.628 -1.050 2.280
57 Si 0.762 -0.924 3.450
58 C 2.444 -1.269 2.743
59 C 0.660 -2.157 4.864
60 C 0.706 0.819 4.152
61 H -5.495 0.293 -1.691
62 H -4.136 1.220 -1.062
63 H -5.357 0.580 0.042
64 H -5.717 -2.645 -1.140
65 H -5.060 -2.980 0.460
66 H -4.245 -3.599 -0.976
67 H -3.544 -1.726 -3.126
68 H -1.985 -2.004 -2.361
69 H -2.509 -0.357 -2.730
70 H -5.135 -1.043 1.642
71 H -5.594 -0.835 4.034
72 H -3.714 -0.613 5.649
73 H -1.423 -0.649 4.897
74 H 2.757 -2.271 3.028
75 H 3.155 -0.558 3.173
76 H 2.517 -1.219 1.666
77 H 0.858 -3.165 4.501
78 H -0.260 -2.195 5.442
79 H 1.473 -1.895 5.548
80 H 0.316 1.543 3.435
81 H 1.712 1.131 4.438
82 H 0.075 0.888 5.040
83 C 1.148 -5.692 3.268
84 C 1.380 -4.655 2.268
85 N 1.591 -3.874 1.454
86 H 0.315 -5.416 3.913
87 H 2.041 -5.827 3.876
88 H 0.913 -6.631 2.771
89 C -0.908 1.508 -4.812
90 C -0.494 0.789 -3.707
91 N -0.479 1.290 -2.462
92 C -0.817 2.562 -2.330
93 C -1.183 3.403 -3.384
94 C -1.283 2.834 -4.644
95 C -1.511 4.813 -3.136
96 C -0.981 5.645 -2.228
97 C 0.279 5.532 -1.462
98 C 0.595 6.515 -0.527
99 C 1.821 6.421 0.108
100 N 2.681 5.435 -0.141
101 C 2.281 4.545 -1.047
102 N 1.139 4.539 -1.717
103 H -0.932 1.039 -5.787
104 H -0.197 -0.248 -3.812
105 H -0.851 2.952 -1.321
106 H -1.622 3.425 -5.487
107 H -2.279 5.229 -3.782
108 H -1.472 6.604 -2.104
109 H -0.091 7.321 -0.305
110 H 2.129 7.160 0.839
111 H 2.965 3.728 -1.254

The following is a DFT calculation (ωB97M-V/def2-TZVPD) of a molecular structure, C45H52IrN6P2S at a distorted geometry.

Summary:
ΔE to the lowest compared entry with this formula, charge and spin (kcal/mol): 0.0
HOMO energy (alpha / beta) (eV): -12.2 / -13.1
Net charge: +2
E (eV): -88692.3166
HOMO-LUMO gap (alpha / beta) (eV): 6.69 / 7.18
Multiplicity: 2
LUMO (alpha / beta) (eV): -5.6 / -6.0

Cartesian coordinates (Å):
1 Ir -0.229 -0.353 0.000
2 N 2.459 -0.870 -0.780
3 P 1.966 -0.165 0.660
4 C 2.929 -1.083 1.857
5 C 3.884 -0.444 2.644
6 C 4.726 -1.203 3.447
7 C 4.606 -2.583 3.475
8 C 3.614 -3.218 2.733
9 C 2.767 -2.470 1.937
10 C 2.594 1.519 0.690
11 C 2.045 2.433 1.585
12 C 2.543 3.725 1.653
13 C 3.589 4.108 0.823
14 C 4.140 3.199 -0.070
15 C 3.646 1.904 -0.136
16 P 1.091 -1.149 -1.719
17 C 1.263 -0.142 -3.189
18 C 0.123 0.171 -3.926
19 C 0.236 0.870 -5.118
20 C 1.488 1.261 -5.570
21 C 2.627 0.951 -4.835
22 C 2.518 0.247 -3.646
23 C 1.351 -2.837 -2.316
24 C 2.106 -3.736 -1.566
25 C 2.387 -5.002 -2.067
26 C 1.905 -5.378 -3.311
27 C 1.126 -4.495 -4.051
28 C 0.847 -3.232 -3.557
29 H 3.404 -1.160 -0.997
30 H 3.988 0.633 2.622
31 H 5.482 -0.711 4.044
32 H 5.283 -3.170 4.081
33 H 3.504 -4.293 2.780
34 H 1.973 -2.959 1.387
35 H 1.232 2.135 2.230
36 H 2.122 4.430 2.359
37 H 3.976 5.117 0.873
38 H 4.959 3.496 -0.711
39 H 4.081 1.200 -0.835
40 H -0.856 -0.125 -3.564
41 H -0.649 1.109 -5.693
42 H 1.581 1.807 -6.499
43 H 3.602 1.249 -5.194
44 H 3.413 0.005 -3.087
45 H 2.491 -3.452 -0.596
46 H 2.993 -5.686 -1.489
47 H 2.141 -6.356 -3.710
48 H 0.753 -4.785 -5.024
49 H 0.251 -2.549 -4.150
50 S -0.393 -2.244 1.556
51 C -1.947 -2.231 2.338
52 N -1.947 -2.403 3.654
53 C -3.166 -2.575 4.449
54 C -4.256 -3.154 3.569
55 C -4.412 -2.298 2.326
56 N -3.098 -2.127 1.695
57 H -1.044 -2.486 4.094
58 H -3.469 -1.608 4.855
59 H -2.939 -3.234 5.284
60 H -5.195 -3.200 4.117
61 H -3.987 -4.171 3.278
62 H -4.836 -1.321 2.566
63 H -5.066 -2.783 1.604
64 H -3.040 -1.961 0.706
65 N -1.567 -2.772 -1.737
66 C -2.443 -1.743 -1.694
67 C -3.586 -1.754 -2.516
68 C -4.472 -0.716 -2.458
69 C -4.239 0.338 -1.566
70 C -3.112 0.295 -0.799
71 N -2.196 -0.715 -0.848
72 H -1.820 -3.588 -2.269
73 H -0.968 -2.922 -0.936
74 H -3.753 -2.599 -3.171
75 H -5.356 -0.723 -3.082
76 H -4.923 1.169 -1.478
77 H -2.892 1.081 -0.099
78 C -1.020 1.120 3.696
79 C -2.025 2.077 3.047
80 C -3.214 1.309 2.470
81 C -1.421 3.039 2.034
82 C -1.385 4.370 2.383
83 C -0.928 5.350 1.507
84 C -0.536 4.994 0.223
85 C -0.518 3.685 -0.215
86 C -0.098 3.462 -1.655
87 C -1.109 2.672 -2.478
88 C 1.303 2.863 -1.756
89 C -0.896 2.652 0.730
90 N -0.764 1.364 0.463
91 H -1.515 0.540 4.478
92 H -0.203 1.670 4.164
93 H -0.603 0.420 2.970
94 H -2.413 2.714 3.844
95 H -2.885 0.578 1.736
96 H -3.930 1.984 1.996
97 H -3.734 0.781 3.273
98 H -1.741 4.657 3.365
99 H -0.923 6.389 1.808
100 H -0.237 5.770 -0.470
101 H -0.051 4.462 -2.091
102 H -1.125 1.628 -2.176
103 H -0.832 2.711 -3.532
104 H -2.116 3.081 -2.373
105 H 1.319 1.842 -1.381
106 H 2.017 3.446 -1.173
107 H 1.634 2.850 -2.797

- Which value of multiplicity does entry 3 give?
  2

- Which formula does entry 2 have?
  C45H52IrN11Si2

- The lowest multiplicity belongs to which entry?
  C45H52BBrIN6PRb

- Number 3 is which compound?
  C45H52IrN6P2S